Molecular formula: C24H36F4O24
Method: DFT, the ωB97M-V functional and the def2-TZVPD basis

Geometry (Å):
O -4.233 14.119 0.225
C -4.733 13.267 0.874
O -5.694 12.419 0.416
C -5.807 11.336 1.347
C -5.458 12.083 2.630
F -4.897 11.299 3.581
O -4.475 12.992 2.178
H -6.834 10.983 1.298
H -5.137 10.494 1.172
H -6.330 12.562 3.079
O -9.474 16.136 -0.251
C -8.842 15.413 -0.943
O -7.594 15.641 -1.390
C -7.097 14.467 -2.034
C -8.334 13.622 -2.271
F -8.116 12.332 -1.842
O -9.286 14.200 -1.391
H -6.633 14.776 -2.972
H -6.325 14.014 -1.420
H -8.761 13.577 -3.268
O -8.102 14.891 -5.496
C -8.820 15.622 -6.093
O -8.938 15.666 -7.439
C -9.833 16.706 -7.772
C -10.646 16.870 -6.481
F -11.707 16.025 -6.424
O -9.677 16.519 -5.528
H -9.316 17.658 -7.913
H -10.470 16.483 -8.621
H -10.988 17.883 -6.290
O -12.118 9.021 2.067
C -11.769 9.830 1.283
O -10.582 10.451 1.255
C -10.608 11.528 0.300
C -11.940 11.317 -0.415
F -11.702 10.913 -1.721
O -12.560 10.270 0.238
H -10.493 12.491 0.790
H -9.781 11.342 -0.380
H -12.526 12.227 -0.498
C -4.267 7.907 -0.647
O -4.904 9.133 -0.980
C -4.203 10.007 -1.728
O -3.014 10.054 -1.839
O -5.103 10.816 -2.294
C -4.602 12.040 -2.832
H -4.429 7.178 -1.443
H -4.722 7.497 0.253
H -3.201 8.041 -0.472
H -3.743 11.836 -3.472
H -4.316 12.790 -2.097
H -5.397 12.421 -3.469
C -12.507 14.322 -1.993
O -12.393 15.325 -2.977
C -12.184 16.577 -2.571
O -12.388 17.003 -1.473
O -11.708 17.253 -3.626
C -11.544 18.649 -3.458
H -13.553 14.241 -1.674
H -11.985 14.580 -1.067
H -12.151 13.373 -2.377
H -10.518 18.931 -3.700
H -11.744 18.988 -2.444
H -12.206 19.201 -4.129
C -7.919 8.989 -2.428
O -8.469 7.702 -2.214
C -7.872 6.717 -2.874
O -6.901 6.828 -3.580
O -8.517 5.582 -2.616
C -8.035 4.430 -3.314
H -8.396 9.664 -1.719
H -8.061 9.404 -3.425
H -6.863 9.021 -2.175
H -7.729 4.662 -4.330
H -8.824 3.696 -3.199
H -7.141 4.049 -2.808
C -5.462 20.175 -0.240
O -6.462 20.064 -1.236
C -6.458 18.924 -1.924
O -5.677 18.025 -1.769
O -7.461 18.989 -2.800
C -7.696 17.881 -3.665
H -4.470 20.187 -0.694
H -5.512 19.377 0.498
H -5.614 21.127 0.263
H -6.915 17.123 -3.656
H -7.753 18.279 -4.677
H -8.639 17.432 -3.365

As for the LUMO energy: 0.270 eV. Its net charge is 0. The HOMO-LUMO gap is 11.154 eV. The value obtained for the energy relative to the best compared isomer or geometry (same formula, charge and spin) is 0.0 kcal per mole. Its total energy is -3141.41782 a.u. For the maximum force, the calculation gives 1.6 eV Å⁻¹. The structure (SMILES) is O=C1OC[C@@H](F)O1.O=C1OC[C@@H](F)O1.O=C1OC[C@@H](F)O1.O=C1OC[C@@H](F)O1.COC(=O)OC.COC(=O)OC.COC(=O)OC.COC(=O)OC.